No. 1
Formula: C6H13N2O
Source: OMol25
Level of theory: wB97M-V/def2-TZVPD

Each line ends with the natural charge from an NBO analysis.
CARTESIAN COORDINATES (ANGSTROEM)
C: -0.45491 -1.22701 -1.76557  -0.2535
C: 0.62312 -0.51505 0.42765  0.7384
C: -1.86434 -0.68613 -1.65012  -0.6451
C: -0.16595 2.88549 -0.66797  -0.4640
C: 0.79738 -1.28233 2.66882  -0.4232
C: 0.79380 2.20532 -0.07214  0.0707
N: 0.34236 -1.04620 -0.59535  -0.2792
N: 1.00692 -0.26544 1.61758  -0.6018
O: 1.13319 2.38224 1.25054  -0.7004
H: 0.05820 -0.82451 -2.61312  0.2487
H: -2.38651 -0.81131 -2.72295  0.2540
H: -1.96420 0.35768 -1.33363  0.2325
H: -2.59989 -1.27733 -0.91780  0.2354
H: -0.46347 -2.34693 -1.86342  0.2535
H: -0.85618 3.47369 -0.12859  0.1998
H: -0.46054 3.05407 -1.69370  0.2414
H: -0.19109 -1.76867 2.52397  0.2247
H: 0.78162 -0.87916 3.68347  0.2488
H: 1.50235 -2.11363 2.69034  0.2349
H: 1.48272 1.64922 -0.70694  0.2003
H: 1.36076 0.68569 1.76059  0.4795
H: 0.36249 2.83224 1.69206  0.5045

## Properties
LUMO ... -3.57 eV
Orbital gap ... 9.68 eV
Net charge ... +1


No. 2
Formula: C6H13N2O2
Source: OMol25
Level of theory: wB97M-V/def2-TZVPD

Each line ends with the natural charge from an NBO analysis.
CARTESIAN COORDINATES (ANGSTROEM)
C: 0.15920 -2.57877 0.15431  -0.5849
C: 0.35400 -1.25068 0.76194  -0.4194
C: 0.18416 -0.06414 -0.11600  0.0988
C: 1.23393 -0.06232 -1.24847  -0.6312
C: 0.31159 1.21932 0.73527  -0.3900
C: 0.04247 2.52556 0.06918  -0.6072
N: -1.23906 -0.01828 -0.87639  -0.3973
N: -2.26704 -0.05540 -0.18641  0.5484
O: -2.26158 0.12592 1.07390  -0.6334
O: -3.38986 -0.04437 -0.78699  -0.5946
H: 0.87726 -2.65343 -0.73831  0.1779
H: -0.83972 -2.62547 -0.06381  0.2204
H: 0.45186 -3.32672 0.81321  0.1878
H: -0.24202 -1.22380 1.67349  0.2273
H: 1.29871 -1.16668 1.21866  0.1775
H: 0.69569 -0.36330 -2.20341  0.2371
H: 2.01116 -0.67564 -1.06026  0.1877
H: 1.58565 0.96766 -1.53633  0.2012
H: 1.49004 1.14486 1.02798  0.1543
H: -0.33340 1.32357 1.61272  0.2462
H: -1.01311 2.66288 -0.30841  0.2249
H: 0.16629 3.30503 0.74200  0.1899
H: 0.72379 2.83419 -0.75788  0.1786

## Properties
LUMO ... 3.63 eV
SMILES string ... CCC(C)(CC)N=[N+]([O-])[O-]
Orbital gap ... 7.54 eV
Net charge ... -1


No. 3
Formula: C6H13N2O3PS
Source: OMol25
Level of theory: wB97M-V/def2-TZVPD

Each line ends with the natural charge from an NBO analysis.
CARTESIAN COORDINATES (ANGSTROEM)
C: -0.19674 -2.45352 -1.33356  -0.4912
C: -0.18076 -0.97854 -1.50207  0.2270
C: -1.14901 -2.90633 -0.11523  -0.0722
C: 2.50755 1.06233 -0.72905  -0.6270
C: 1.28231 1.56937 -0.00248  -0.4167
C: -0.06315 1.17367 -0.76086  -0.2763
N: -2.06156 2.08983 3.54810  -0.9655
N: -0.44378 -0.14579 -0.59063  -0.4677
O: -0.57958 0.00474 2.14832  -1.1464
O: -2.07560 2.03599 1.05396  -0.9535
O: -0.65298 -2.18279 1.03324  -0.8075
P: -1.39877 -0.63447 1.11839  1.5796
S: -1.22633 2.10311 2.24659  1.4966
H: -0.47912 -3.03762 -2.22085  0.2308
H: 0.88094 -2.58940 -1.30906  0.2431
H: 0.39976 -0.59548 -2.31872  0.1806
H: -1.29528 2.25607 4.21182  0.3468
H: -2.08022 -2.64693 -0.54353  0.1803
H: -1.17749 -3.98548 0.02105  0.2030
H: 3.49896 1.39285 -0.21370  0.2335
H: 2.37397 -0.05344 -1.02272  0.1987
H: 2.58525 1.51442 -1.75631  0.2027
H: 1.22665 2.62916 0.04746  0.2099
H: 1.01938 1.12170 1.03214  0.2415
H: -0.79852 1.74853 -0.28410  0.2644
H: 0.08412 1.50801 -1.75820  0.1853

## Properties
LUMO ... 0.14 eV
Orbital gap ... 9.04 eV
Net charge ... 0


No. 4
Formula: C6H13N2OP
Source: OMol25
Level of theory: wB97M-V/def2-TZVPD

Each line ends with the natural charge from an NBO analysis.
CARTESIAN COORDINATES (ANGSTROEM)
C: -2.39961 0.70358 0.61585  -0.3543
C: -3.23456 -0.34618 0.54165  -0.4051
C: 0.17732 0.54780 -0.70335  -0.3263
C: -0.48709 1.02572 -2.01386  -0.6381
C: 3.61655 -0.17023 0.17361  -0.2333
C: -0.03226 -1.78072 0.84976  -0.9183
N: 0.71005 1.73918 1.27537  -0.0569
N: 0.41407 1.30684 0.26630  0.0278
O: 2.31210 -0.67018 0.48868  -0.8197
P: 1.06792 -1.13671 -0.57951  1.0841
H: -2.27437 1.48400 -0.12517  0.1815
H: -1.86330 0.88593 1.44036  0.1793
H: -3.57289 -0.80503 1.44094  0.1922
H: -3.88772 -0.64002 -0.29994  0.1939
H: -1.13885 0.38858 -2.66635  0.2362
H: 0.18719 1.45338 -2.82493  0.2157
H: -1.06130 1.85029 -1.53034  0.2134
H: 4.33900 -0.33945 1.03938  0.1869
H: 3.71051 0.82234 0.05031  0.1721
H: 4.06883 -0.56133 -0.72321  0.1731
H: 0.70272 -2.41740 1.26396  0.2280
H: -0.86539 -2.38790 0.56843  0.2316
H: -0.48895 -0.95248 1.45204  0.2362

## Properties
LUMO ... 0.69 eV
Orbital gap ... 8.64 eV
Net charge ... 0


No. 5
Formula: C6H13N2OS
Source: OMol25
Level of theory: wB97M-V/def2-TZVPD

Each line ends with the Löwdin spin population.
CARTESIAN COORDINATES (ANGSTROEM)
C: -2.90855 0.07370 -0.20960  0.0002
C: -2.27206 -1.33188 -0.48018  0.0005
C: 2.10752 1.19452 -0.00968  0.0630
C: -1.90995 0.66642 0.77518  0.0024
C: 3.41885 0.74927 0.46196  0.0731
C: 1.98119 -0.92181 -0.66390  0.5436
N: -0.99312 -1.29781 0.20342  0.0069
N: 1.50895 0.25729 -0.85398  0.4914
O: -0.64086 0.08263 0.35116  0.0190
S: 3.28005 -1.08122 0.40129  0.6893
H: -2.91955 0.62868 -1.14645  0.0000
H: -3.98927 0.01664 0.12050  0.0000
H: -2.89766 -2.15559 -0.03187  0.0000
H: -2.22778 -1.48321 -1.57254  0.0000
H: 1.51248 1.33154 0.93988  0.0407
H: 2.00088 2.16712 -0.51858  0.0090
H: -1.97195 1.86005 0.63298  0.0000
H: -1.99323 0.36814 1.76465  0.0006
H: 4.16970 0.90823 -0.35810  0.0343
H: 3.81939 1.04014 1.38639  0.0039
H: 1.39543 -1.83504 -1.09308  0.0133
H: 0.65850 0.44850 -1.28494  0.0084
H: -1.12898 -1.68632 1.18548  0.0003

## Properties
LUMO (spin up / spin down) ... -2.83 / -7.63 eV
Orbital gap (spin up / spin down) ... 7.45 / 5.38 eV
2S+1 ... 3
Net charge ... +1


No. 6
Formula: C6H13N2S2
Source: OMol25
Level of theory: wB97M-V/def2-TZVPD

Each line ends with the Löwdin spin population.
CARTESIAN COORDINATES (ANGSTROEM)
C: -2.33777 -1.10303 -0.40808  0.4596
C: 0.12680 -0.83310 0.29529  0.1827
C: 2.96833 -0.41547 -1.11251  0.0061
C: -1.71374 2.08185 0.01075  0.0056
C: 2.46507 -0.22640 0.31714  0.0101
C: -1.73519 0.87189 0.94005  0.0246
N: 1.04504 0.08638 0.34864  0.1312
N: -1.42683 -0.37453 0.26805  0.0504
S: -3.92195 -0.73954 -0.45501  0.9840
S: 0.47620 -2.50049 0.24595  0.0696
H: -1.94828 -1.95014 -0.96500  0.0389
H: 4.00502 -0.74771 -1.08225  0.0004
H: 2.38520 -1.17086 -1.63559  0.0000
H: 2.92456 0.51602 -1.67393  0.0001
H: -1.87567 2.98155 0.59571  0.0005
H: -0.76953 2.18464 -0.52514  0.0000
H: -2.50876 2.00708 -0.72646  0.0039
H: 2.62695 -1.14513 0.88673  0.0028
H: 2.99756 0.59344 0.79869  0.0007
H: -2.74498 0.75475 1.34668  0.0161
H: -1.04292 0.99256 1.77595  0.0002
H: 0.77747 1.06393 0.29786  0.0035
H: -0.77258 -2.92768 0.45648  0.0087

## Properties
LUMO (spin up / spin down) ... -3.76 / -6.47 eV
Orbital gap (spin up / spin down) ... 6.01 / 7.15 eV
2S+1 ... 3
Net charge ... +1